# C34H60FN3O16S9

8 unconnected molecules or ions with the total composition C34H60FN3O16S9 at a distorted geometry (ωB97M-V/def2-TZVPD, the Open Molecules 2025 dataset).

Computed properties:
* total energy: -173689.99139 eV
* SMILES string: O=S(=O)(F)N(N=C=S)c1ccccn1.O=S1(=O)CCCC1.O=S1(=O)CCCC1.O=S1(=O)CCCC1.O=S1(=O)CCCC1.O=S1(=O)CCCC1.O=S1(=O)CCCC1.O=S1(=O)CCCC1

Geometry (Å):
O (3.27, -2.77, -0.98)
S (3.02, -3.72, -2.04)
O (4.20, -4.48, -2.39)
F (1.97, -4.83, -1.40)
N (2.22, -3.15, -3.41)
N (3.03, -2.54, -4.39)
C (3.92, -1.78, -3.97)
S (4.97, -0.82, -3.24)
C (1.00, -2.36, -3.09)
C (-0.22, -2.98, -3.55)
C (-1.47, -2.22, -3.29)
C (-1.23, -0.96, -2.61)
C (0.11, -0.47, -2.16)
N (1.22, -1.20, -2.43)
H (-0.23, -3.96, -4.08)
H (-2.48, -2.59, -3.59)
H (-2.11, -0.31, -2.40)
H (0.23, 0.50, -1.61)
O (4.17, 0.91, -5.76)
S (4.53, 0.95, -7.16)
O (4.00, 0.01, -8.12)
C (4.26, 2.61, -7.77)
C (5.58, 3.33, -7.49)
C (6.68, 2.35, -7.88)
C (6.32, 0.99, -7.28)
H (3.41, 3.06, -7.26)
H (4.07, 2.55, -8.84)
H (5.65, 4.26, -8.05)
H (5.66, 3.57, -6.43)
H (6.73, 2.27, -8.97)
H (7.66, 2.68, -7.54)
H (6.65, 0.16, -7.91)
H (6.73, 0.87, -6.28)
O (-1.50, 0.39, 2.72)
S (-1.69, -0.38, 1.51)
O (-1.73, 0.24, 0.20)
C (-0.47, -1.70, 1.48)
C (-1.15, -2.85, 2.22)
C (-2.59, -2.88, 1.70)
C (-3.12, -1.44, 1.71)
H (0.44, -1.36, 1.96)
H (-0.28, -1.95, 0.44)
H (-0.64, -3.79, 2.04)
H (-1.15, -2.66, 3.29)
H (-2.61, -3.26, 0.68)
H (-3.23, -3.53, 2.31)
H (-3.82, -1.26, 0.90)
H (-3.58, -1.19, 2.67)
O (-5.21, -4.38, 3.04)
S (-5.09, -3.70, 4.31)
O (-4.50, -2.39, 4.43)
C (-6.69, -3.68, 5.10)
C (-6.74, -4.98, 5.89)
C (-5.36, -5.11, 6.55)
C (-4.31, -4.81, 5.48)
H (-7.48, -3.61, 4.34)
H (-6.73, -2.81, 5.76)
H (-7.54, -4.97, 6.63)
H (-6.91, -5.83, 5.22)
H (-5.28, -4.39, 7.37)
H (-5.21, -6.10, 6.98)
H (-3.43, -4.33, 5.90)
H (-4.02, -5.71, 4.94)
O (0.93, 6.29, 3.30)
S (1.35, 5.08, 3.96)
O (2.64, 4.95, 4.58)
C (0.09, 4.60, 5.13)
C (-0.87, 3.73, 4.32)
C (0.01, 2.82, 3.47)
C (1.10, 3.70, 2.83)
H (-0.38, 5.49, 5.55)
H (0.57, 4.02, 5.92)
H (-1.53, 3.15, 4.97)
H (-1.49, 4.36, 3.68)
H (0.48, 2.06, 4.10)
H (-0.56, 2.31, 2.71)
H (2.04, 3.16, 2.71)
H (0.77, 4.11, 1.87)
O (-5.74, 1.36, 8.06)
S (-4.47, 2.03, 7.86)
O (-3.22, 1.40, 8.21)
C (-4.39, 2.60, 6.18)
C (-5.01, 3.99, 6.22)
C (-4.45, 4.66, 7.48)
C (-4.56, 3.65, 8.62)
H (-4.92, 1.91, 5.52)
H (-3.33, 2.65, 5.90)
H (-4.78, 4.56, 5.32)
H (-6.10, 3.91, 6.29)
H (-3.40, 4.92, 7.31)
H (-4.99, 5.58, 7.71)
H (-3.74, 3.76, 9.33)
H (-5.52, 3.73, 9.14)
O (-0.36, -6.97, 0.71)
S (-0.55, -7.27, -0.69)
O (-1.12, -6.31, -1.61)
C (0.98, -7.88, -1.36)
C (0.93, -9.39, -1.12)
C (-0.50, -9.81, -1.48)
C (-1.46, -8.82, -0.82)
H (1.82, -7.40, -0.87)
H (0.99, -7.66, -2.43)
H (1.67, -9.92, -1.72)
H (1.12, -9.61, -0.07)
H (-0.63, -9.79, -2.57)
H (-0.71, -10.83, -1.15)
H (-2.35, -8.66, -1.42)
H (-1.73, -9.13, 0.18)
O (2.69, 7.20, -6.77)
S (4.09, 7.19, -7.10)
O (4.65, 6.23, -8.03)
C (4.58, 8.83, -7.59)
C (4.98, 9.51, -6.29)
C (5.80, 8.48, -5.51)
C (5.03, 7.15, -5.57)
H (3.75, 9.33, -8.10)
H (5.43, 8.74, -8.27)
H (5.55, 10.43, -6.47)
H (4.09, 9.78, -5.72)
H (6.78, 8.36, -5.98)
H (5.96, 8.79, -4.48)
H (5.71, 6.30, -5.59)
H (4.33, 7.05, -4.75)

# C34H60N3O10PS

3 unconnected molecules or ions with the total composition C34H60N3O10PS at a distorted geometry (ωB97M-V/def2-TZVPD, the Open Molecules 2025 dataset).

Computed properties:
* total energy: -81292.91798 eV
* spin multiplicity: 3
* ⟨S²⟩: 2.009

Geometry (Å):
C (-0.60, 0.51, 5.14)
O (-1.84, -0.17, 5.37)
C (-2.48, -0.53, 4.14)
C (-1.52, -1.37, 3.16)
C (-1.13, -0.58, 1.84)
C (0.35, -0.01, 1.80)
C (1.48, -1.01, 2.27)
O (2.66, -0.14, 2.37)
S (3.66, -0.29, 1.04)
O (5.05, -0.38, 1.46)
O (3.31, 0.63, -0.02)
O (3.25, -1.86, 0.70)
C (1.94, -2.16, 1.28)
C (2.17, -3.57, 1.97)
C (3.29, -3.56, 3.09)
C (2.71, -3.70, 4.53)
O (1.53, -3.81, 4.78)
N (3.61, -3.64, 5.70)
C (3.13, -2.48, 6.48)
C (2.61, -2.61, 7.86)
C (2.11, -1.37, 8.53)
C (2.16, -0.05, 7.78)
C (2.69, 0.08, 6.41)
C (3.18, -1.14, 5.74)
P (0.81, -2.49, -0.24)
O (1.76, -3.44, -1.29)
O (-0.48, -3.42, 0.32)
H (-0.32, 1.22, 5.97)
H (-0.65, 1.13, 4.19)
H (0.21, -0.27, 5.03)
H (-2.92, 0.38, 3.61)
H (-3.37, -1.17, 4.40)
H (-0.65, -1.81, 3.72)
H (-2.15, -2.25, 2.83)
H (-1.82, 0.32, 1.79)
H (-1.36, -1.18, 0.92)
H (0.57, 0.23, 0.71)
H (0.47, 0.97, 2.34)
H (1.39, -1.39, 3.32)
H (1.18, -3.98, 2.32)
H (2.53, -4.27, 1.15)
H (4.04, -4.39, 2.93)
H (3.83, -2.56, 3.05)
H (4.57, -3.45, 5.39)
H (2.59, -3.62, 8.34)
H (1.69, -1.46, 9.56)
H (1.75, 0.85, 8.31)
H (2.74, 1.05, 5.85)
H (3.56, -1.10, 4.69)
H (1.31, -4.28, -1.49)
H (-0.35, -4.38, 0.18)
C (-1.31, -3.69, -6.99)
C (-1.97, -2.75, -5.94)
C (-2.46, -1.42, -6.55)
C (-1.41, -0.31, -6.69)
C (-0.59, -0.17, -5.42)
C (0.03, -1.51, -4.99)
N (-1.01, -2.57, -4.81)
O (-1.70, -2.28, -3.71)
C (1.08, -1.91, -6.05)
C (0.86, -1.32, -3.71)
C (-3.26, -3.52, -5.54)
H (-0.25, -3.85, -6.82)
H (-1.73, -4.69, -6.96)
H (-1.43, -3.30, -8.01)
H (-3.26, -1.01, -5.92)
H (-2.91, -1.60, -7.53)
H (-0.77, -0.50, -7.55)
H (-1.92, 0.64, -6.90)
H (0.20, 0.57, -5.58)
H (-1.22, 0.23, -4.62)
H (1.56, -2.85, -5.80)
H (1.86, -1.15, -6.12)
H (0.68, -2.00, -7.06)
H (0.28, -0.90, -2.89)
H (1.69, -0.63, -3.89)
H (1.30, -2.27, -3.39)
H (-3.03, -4.45, -5.02)
H (-3.83, -3.78, -6.44)
H (-3.92, -2.92, -4.91)
C (-1.44, 3.45, -2.38)
C (-2.18, 3.90, -1.09)
C (-2.70, 5.36, -1.19)
C (-1.71, 6.46, -0.85)
C (-0.93, 6.14, 0.42)
C (-0.27, 4.76, 0.34)
N (-1.27, 3.68, 0.06)
O (-2.02, 3.52, 1.16)
C (0.83, 4.82, -0.74)
C (0.52, 4.49, 1.64)
C (-3.45, 3.01, -1.07)
H (-0.38, 3.26, -2.24)
H (-1.82, 2.49, -2.75)
H (-1.55, 4.18, -3.19)
H (-3.54, 5.48, -0.49)
H (-3.12, 5.54, -2.18)
H (-1.03, 6.63, -1.69)
H (-2.25, 7.40, -0.72)
H (-0.18, 6.92, 0.58)
H (-1.61, 6.20, 1.28)
H (1.35, 3.86, -0.83)
H (1.58, 5.57, -0.48)
H (0.47, 5.10, -1.73)
H (-0.10, 4.54, 2.53)
H (1.32, 5.22, 1.77)
H (0.99, 3.50, 1.61)
H (-3.19, 1.96, -0.92)
H (-3.97, 3.09, -2.03)
H (-4.16, 3.31, -0.30)